Model w:
A 5-piece molecular cluster, C3H16NO4 overall. Source: OMol25; level of theory: wB97M-V/def2-TZVPD.

spin multiplicity = 1
net charge = +1
LUMO energy = -4.0236 eV
gap between HOMO and LUMO = 0.3811 Ha

Last column: Mulliken charge in e.
CARTESIAN COORDINATES (ANGSTROEM)
C (-2.080, -1.151, 1.856)  -1.15
C (-1.020, -0.758, 0.847)  0.17
C (1.129, 0.423, 1.120)  -0.27
N (0.349, -0.490, 1.443)  -0.06
H (-2.674, -0.302, 1.862)  0.31
H (-2.660, -2.006, 1.532)  0.32
H (-1.806, -1.444, 2.928)  0.36
H (-1.084, -1.427, -0.113)  0.22
H (-1.391, 0.247, 0.300)  0.00
H (1.931, 0.700, 1.803)  0.37
H (1.133, 1.089, 0.244)  0.29
H (0.697, -1.322, 2.171)  0.39
H (-1.306, 2.830, 1.012)  0.27
H (-1.580, 3.491, -0.185)  0.28
O (-1.579, 2.659, 0.201)  -0.53
H (4.128, -1.291, 0.059)  0.31
H (3.710, -0.308, -1.074)  0.34
O (3.720, -0.457, -0.052)  -0.62
H (-1.574, -0.934, -3.310)  0.23
H (-2.076, -0.279, -2.131)  0.31
O (-1.276, -0.686, -2.476)  -0.58
H (0.036, 0.606, -2.156)  0.32
H (0.647, -0.810, -2.040)  0.32
O (0.791, 0.173, -1.916)  -0.60

Model x:
A 5-piece molecular cluster, C3H16NO4 overall. Source: OMol25; level of theory: wB97M-V/def2-TZVPD.

spin multiplicity = 1
net charge = +1
LUMO energy = -4.2941 eV
gap between HOMO and LUMO = 0.3411 Ha

Last column: Mulliken charge in e.
CARTESIAN COORDINATES (ANGSTROEM)
C (-0.815, -0.890, 2.320)  -0.97
C (-1.511, 0.313, 1.770)  -0.48
C (-0.241, 2.383, 1.630)  -0.20
N (-0.459, 1.143, 1.230)  0.12
H (-0.761, -1.763, 1.646)  0.23
H (0.205, -0.664, 2.742)  0.32
H (-1.409, -1.286, 3.129)  0.35
H (-2.263, 0.041, 0.938)  0.26
H (-2.107, 0.791, 2.377)  0.53
H (0.504, 2.958, 1.193)  0.32
H (-0.758, 2.748, 2.446)  0.27
H (0.190, 0.711, 0.505)  0.23
H (-1.430, -0.081, -6.550)  0.32
H (-1.475, -1.564, -6.187)  0.33
O (-1.231, -0.637, -5.825)  -0.65
H (2.663, 1.590, -0.349)  0.30
H (3.528, 2.172, 0.651)  0.30
O (2.602, 2.045, 0.465)  -0.60
H (0.919, -3.203, 0.026)  0.35
H (2.244, -2.374, 0.016)  0.29
O (1.259, -2.293, 0.204)  -0.67
H (0.529, -1.186, -0.987)  0.39
H (-0.389, -0.611, -2.024)  0.32
O (0.207, -0.343, -1.368)  -0.67

Model y:
A 5-piece molecular cluster, C3H16NO4 overall. Source: OMol25; level of theory: wB97M-V/def2-TZVPD.

spin multiplicity = 1
net charge = +1
LUMO energy = -2.7342 eV
gap between HOMO and LUMO = 0.4074 Ha

Last column: Mulliken charge in e.
CARTESIAN COORDINATES (ANGSTROEM)
C (-0.567, -2.602, -1.599)  -1.23
C (-0.522, -1.199, -1.114)  -0.09
C (0.605, -0.505, -1.202)  -0.21
N (0.595, 0.894, -0.742)  -0.15
H (-1.274, -2.572, -2.444)  0.32
H (0.357, -3.065, -1.905)  0.36
H (-1.155, -3.260, -0.952)  0.32
H (-1.428, -0.673, -0.858)  0.35
H (1.588, -0.706, -1.629)  0.39
H (0.861, 1.180, 0.215)  0.38
H (1.204, 1.451, -1.341)  0.41
H (-0.360, 1.280, -0.749)  0.21
H (-2.032, -1.150, 2.975)  0.31
H (-2.080, -2.119, 1.687)  0.32
O (-2.102, -1.212, 2.004)  -0.62
H (-1.968, 3.076, -1.212)  0.30
H (-2.999, 2.120, -0.571)  0.32
O (-2.164, 2.154, -1.039)  -0.67
H (3.608, 1.664, 0.901)  0.31
H (2.753, 0.542, 0.713)  0.31
O (2.925, 1.401, 0.282)  -0.64
H (1.174, -0.549, 2.289)  0.32
H (1.161, 0.604, 3.206)  0.28
O (1.349, 0.408, 2.287)  -0.61

Most stable to least stable, the ends of the list are model y and model w.

Model w:
A 2-piece molecular cluster, C4H12NOS overall. Source: OMol25; level of theory: wB97M-V/def2-TZVPD.

spin multiplicity = 1
net charge = -1
LUMO energy = 3.6585 eV
gap between HOMO and LUMO = 0.2307 Ha

Last column: Mulliken charge in e.
CARTESIAN COORDINATES (ANGSTROEM)
C (-1.092, -2.693, -0.016)  -0.95
N (-1.122, -1.291, -0.446)  -0.36
C (0.063, -0.540, -0.134)  0.30
C (-0.235, 0.988, -0.150)  -1.03
S (1.123, 1.940, 0.586)  -0.64
C (1.235, -0.799, -1.090)  -1.36
H (-1.036, -2.702, 1.057)  0.30
H (-2.061, -3.132, -0.223)  0.38
H (-0.263, -3.245, -0.466)  0.27
H (-1.571, -1.232, -1.344)  0.25
H (0.356, -0.760, 0.888)  0.32
H (-0.509, 1.194, -1.183)  0.31
H (-1.106, 1.108, 0.495)  0.32
H (1.975, -1.508, -0.696)  0.30
H (1.871, 0.061, -1.253)  0.38
H (0.891, -1.147, -2.069)  0.32
H (0.732, 5.083, 2.633)  0.26
H (0.590, 4.003, 1.419)  0.25
O (0.159, 4.672, 1.993)  -0.62

Model x:
A 2-piece molecular cluster, C4H12NOS overall. Source: OMol25; level of theory: wB97M-V/def2-TZVPD.

spin multiplicity = 1
net charge = -1
LUMO energy = 3.5724 eV
gap between HOMO and LUMO = 0.2331 Ha

Last column: Mulliken charge in e.
CARTESIAN COORDINATES (ANGSTROEM)
C (1.984, -1.872, 0.578)  -0.98
N (0.723, -1.401, -0.017)  -0.36
C (0.149, -0.213, 0.628)  0.38
C (-0.992, 0.331, -0.227)  -1.02
S (-1.992, 1.719, 0.336)  -0.63
C (1.142, 0.918, 0.937)  -1.29
H (2.906, -1.480, 0.158)  0.27
H (1.936, -1.890, 1.660)  0.37
H (2.018, -2.935, 0.276)  0.33
H (0.892, -1.117, -0.977)  0.30
H (-0.204, -0.505, 1.618)  0.17
H (-0.521, 0.463, -1.224)  0.22
H (-1.630, -0.528, -0.473)  0.37
H (1.948, 0.492, 1.515)  0.39
H (0.617, 1.690, 1.497)  0.38
H (1.617, 1.331, 0.040)  0.26
H (-3.307, 1.371, -1.400)  0.20
H (-3.406, 2.140, -2.728)  0.30
O (-3.883, 1.488, -2.196)  -0.68

Most stable to least stable, the ends of the list are model x and model w.

Model w:
A 2-piece molecular cluster, C4H12NOS overall. Source: OMol25; level of theory: wB97M-V/def2-TZVPD.

spin multiplicity = 1
net charge = -1
LUMO energy = 3.4637 eV
gap between HOMO and LUMO = 0.2323 Ha

Last column: Mulliken charge in e.
CARTESIAN COORDINATES (ANGSTROEM)
C (-1.430, -0.020, -0.375)  -0.07
N (-0.774, -0.803, 0.689)  -0.41
C (0.617, -1.019, 0.639)  -0.22
C (1.483, 0.274, 0.888)  -0.86
S (3.252, -0.071, 1.054)  -0.60
C (-2.757, 0.557, 0.128)  -1.31
H (-0.775, 0.740, -0.834)  0.22
H (-1.650, -0.792, -1.287)  0.25
H (-0.757, -0.021, 1.439)  0.20
H (1.030, -1.424, -0.350)  0.17
H (0.815, -1.815, 1.472)  0.21
H (0.980, 0.688, 1.797)  0.33
H (1.450, 0.991, 0.006)  0.12
H (-2.586, 1.379, 0.744)  0.40
H (-3.408, 0.821, -0.772)  0.33
H (-3.278, -0.175, 0.706)  0.34
H (3.042, 0.104, -1.298)  0.29
H (1.875, 0.351, -2.315)  0.29
O (2.873, 0.233, -2.333)  -0.68

Model x:
A 2-piece molecular cluster, C4H12NOS overall. Source: OMol25; level of theory: wB97M-V/def2-TZVPD.

spin multiplicity = 1
net charge = -1
LUMO energy = 3.2401 eV
gap between HOMO and LUMO = 0.2071 Ha

Last column: Mulliken charge in e.
CARTESIAN COORDINATES (ANGSTROEM)
C (0.926, -0.286, -1.528)  -0.94
C (2.164, -0.840, -0.745)  -0.56
S (3.607, -0.929, -1.906)  -0.65
C (-0.385, -0.380, -0.711)  -0.51
N (-0.383, 0.512, 0.452)  -0.24
C (-0.613, -0.136, 1.716)  -1.09
H (1.044, 0.774, -1.740)  0.35
H (0.800, -0.918, -2.402)  0.37
H (1.915, -1.875, -0.524)  0.16
H (2.301, -0.141, 0.080)  0.19
H (-1.184, -0.084, -1.396)  0.21
H (-0.579, -1.416, -0.420)  0.38
H (0.475, 1.040, 0.483)  0.20
H (0.208, -0.835, 2.000)  0.39
H (-1.417, -0.869, 1.648)  0.39
H (-0.687, 0.545, 2.556)  0.34
H (-2.029, 1.642, 0.685)  0.42
H (-3.475, 1.858, 0.964)  0.30
O (-2.688, 2.340, 0.788)  -0.69

Most stable to least stable, the ends of the list are model x and model w.